Arrangement A

A 3-piece molecular cluster, C3H12NO2 overall. Source: the OMol25 dataset; level of theory: ωB97M-V with the def2-TZVPD basis set.

The charge is +1. The LUMO energy comes out at -3.09 eV. The HOMO energy comes out at -14.4 eV. Its frontier orbital gap is 11.3 eV.

Last column: natural (NBO) charge in e.
Atoms and positions in Å:
C  -2.582  2.142  1.819  -0.657
C  -1.637  1.541  0.800  -0.119
C  -0.780  0.586  1.093  -0.093
N  0.175  0.127  0.048  -0.701
H  -3.072  3.020  1.397  0.242
H  -2.055  2.435  2.724  0.243
H  -3.334  1.394  2.079  0.247
H  -1.840  1.831  -0.234  0.220
H  -0.696  -0.100  1.928  0.234
H  1.088  0.569  0.177  0.434
H  -0.141  0.420  -0.874  0.429
H  0.365  -0.897  0.023  0.478
H  2.264  -2.061  -0.664  0.517
H  1.492  -3.086  0.230  0.511
O  1.501  -2.174  -0.081  -0.986
H  2.561  -2.444  -3.587  0.473
H  3.538  -1.414  -3.818  0.482
O  3.154  -1.889  -3.059  -0.954

---

Arrangement B

A 2-piece molecular cluster, C3H12NO2 overall. Source: the OMol25 dataset; level of theory: ωB97M-V with the def2-TZVPD basis set.

The charge is +1. The LUMO energy comes out at -3.32 eV. The HOMO energy comes out at -14.1 eV. Its frontier orbital gap is 10.8 eV.

Last column: natural (NBO) charge in e.
Atoms and positions in Å:
C  -1.178  0.151  0.033  -0.085
O  -0.261  1.234  -0.174  -0.752
C  -0.369  -0.923  0.746  -0.068
C  -1.259  -1.895  1.515  -0.633
N  0.548  -0.246  1.707  -0.673
H  -1.560  -0.207  -0.920  0.218
H  -2.008  0.477  0.670  0.181
H  -0.660  1.892  -0.750  0.512
H  0.268  -1.458  0.039  0.232
H  -1.905  -2.438  0.828  0.260
H  -0.691  -2.633  2.080  0.235
H  -1.876  -1.307  2.195  0.217
H  0.000  0.043  2.526  0.436
H  0.930  0.591  1.266  0.474
H  1.308  -0.859  2.005  0.445
H  2.918  1.785  -3.236  0.472
H  2.180  0.814  -4.121  0.474
O  2.042  1.418  -3.375  -0.946

---

Of them, arrangement B has the highest stability.

---

Arrangement A

A 2-piece molecular cluster, C3H12NO2 overall. Source: the OMol25 dataset; level of theory: ωB97M-V with the def2-TZVPD basis set.

The charge is +1. The LUMO energy comes out at -3.07 eV. The HOMO energy comes out at -15.0 eV. Its frontier orbital gap is 11.9 eV.

Last column: natural (NBO) charge in e.
Atoms and positions in Å:
O  0.184  1.426  -1.804  -0.726
C  -1.194  1.092  -1.634  -0.071
C  -1.431  0.554  -0.068  -0.251
N  -0.098  -0.060  0.528  -0.587
C  -0.317  -1.374  1.445  -0.373
H  0.190  1.999  -2.517  0.495
H  -1.422  0.332  -2.321  0.183
H  -2.052  1.886  -1.707  0.201
H  -1.833  1.413  0.531  0.238
H  -2.144  -0.305  -0.171  0.230
H  0.782  0.176  -0.137  0.504
H  0.154  0.654  1.246  0.423
H  0.747  -1.484  1.737  0.254
H  -1.077  -1.112  2.219  0.239
H  -0.657  -2.168  0.787  0.234
H  3.483  -0.796  1.380  0.483
H  3.668  -1.072  -0.134  0.496
O  3.018  -1.162  0.620  -0.973

---

Arrangement B

A 3-piece molecular cluster, C3H12NO2 overall. Source: the OMol25 dataset; level of theory: ωB97M-V with the def2-TZVPD basis set.

The charge is +1. The LUMO energy comes out at -3.51 eV. The HOMO energy comes out at -14.4 eV. Its frontier orbital gap is 10.8 eV.

Last column: natural (NBO) charge in e.
Atoms and positions in Å:
C  1.687  0.662  -1.937  -0.667
C  0.440  0.484  -1.150  0.139
C  -0.821  0.664  -1.494  -0.350
N  0.710  0.242  0.293  -0.711
H  1.457  0.878  -2.968  0.265
H  2.253  -0.261  -1.854  0.240
H  2.339  1.457  -1.565  0.230
H  -1.606  0.233  -0.874  0.231
H  -1.110  1.233  -2.369  0.243
H  0.792  -0.693  0.734  0.476
H  1.628  0.646  0.528  0.430
H  0.071  0.731  0.920  0.449
H  -2.883  -1.410  1.651  0.489
H  -3.228  -0.305  0.672  0.483
O  -2.488  -0.847  0.973  -0.968
H  1.022  -1.036  2.927  0.478
H  -0.535  -1.174  2.965  0.495
O  0.269  -1.502  2.548  -0.952

---

Of them, arrangement B has the highest stability.

---

Arrangement A

A 2-piece molecular cluster, C3H12NO2 overall. Source: the OMol25 dataset; level of theory: ωB97M-V with the def2-TZVPD basis set.

The charge is +1. The LUMO energy comes out at -3.18 eV. The HOMO energy comes out at -14.6 eV. Its frontier orbital gap is 11.4 eV.

Last column: natural (NBO) charge in e.
Atoms and positions in Å:
C  -0.136  -0.978  -0.151  -0.236
C  0.903  0.086  0.111  0.064
C  1.553  -0.219  1.407  -0.714
O  1.663  0.079  -1.114  -0.741
N  -1.043  -0.670  -1.301  -0.685
H  0.284  -2.005  -0.182  0.246
H  -0.798  -0.997  0.744  0.225
H  0.421  1.100  0.089  0.194
H  1.384  -1.158  1.951  0.245
H  1.230  0.428  2.248  0.262
H  2.584  0.152  1.566  0.265
H  2.562  -0.207  -0.937  0.495
H  -1.873  -1.258  -1.402  0.447
H  -0.428  -0.686  -2.126  0.454
H  -1.464  0.254  -1.211  0.465
H  -2.736  1.958  0.742  0.507
H  -1.849  2.461  -0.388  0.490
O  -2.257  1.660  -0.046  -0.983

---

Arrangement B

A 2-piece molecular cluster, C3H12NO2 overall. Source: the OMol25 dataset; level of theory: ωB97M-V with the def2-TZVPD basis set.

The charge is +1. The LUMO energy comes out at -3.13 eV. The HOMO energy comes out at -15.0 eV. Its frontier orbital gap is 11.8 eV.

Last column: natural (NBO) charge in e.
Atoms and positions in Å:
C  -0.611  0.223  -0.063  -0.227
C  -0.231  0.791  1.303  0.073
C  -0.194  -0.326  2.351  -0.660
O  1.117  1.239  1.145  -0.768
N  0.614  -0.404  -0.725  -0.694
H  -1.405  -0.511  0.001  0.230
H  -0.866  1.021  -0.764  0.222
H  -0.859  1.642  1.542  0.215
H  -0.876  -1.161  2.228  0.225
H  -0.407  0.122  3.326  0.248
H  0.819  -0.728  2.414  0.231
H  1.283  2.166  1.344  0.512
H  0.327  -1.049  -1.469  0.475
H  1.298  -0.614  0.003  0.460
H  1.075  0.364  -1.216  0.446
H  0.196  -1.161  -4.322  0.504
H  -1.121  -0.870  -3.579  0.490
O  -0.159  -0.744  -3.520  -0.981

---

Of them, arrangement B has the highest stability.

---

Arrangement A

A 3-piece molecular cluster, C3H12NO2 overall. Source: the OMol25 dataset; level of theory: ωB97M-V with the def2-TZVPD basis set.

The charge is +1. The LUMO energy comes out at -3.23 eV. The HOMO energy comes out at -14.1 eV. Its frontier orbital gap is 10.9 eV.

Last column: natural (NBO) charge in e.
Atoms and positions in Å:
C  -0.405  -1.578  -0.718  -0.663
C  -0.482  -0.171  -0.239  -0.097
C  -1.260  0.797  -0.705  -0.134
N  -1.166  2.125  -0.076  -0.694
H  -1.157  -1.880  -1.442  0.233
H  0.440  -1.636  -1.421  0.260
H  -0.251  -2.261  0.097  0.260
H  0.272  -0.014  0.530  0.214
H  -2.058  0.648  -1.414  0.237
H  -1.737  2.045  0.758  0.444
H  -0.205  2.456  0.119  0.481
H  -1.533  2.921  -0.611  0.441
H  0.784  2.008  2.541  0.492
H  1.410  3.295  2.092  0.500
O  0.844  2.594  1.800  -0.976
H  1.980  -4.524  -0.518  0.479
H  2.709  -3.234  -0.479  0.472
O  1.816  -3.594  -0.313  -0.948

---

Arrangement B

A 3-piece molecular cluster, C3H12NO2 overall. Source: the OMol25 dataset; level of theory: ωB97M-V with the def2-TZVPD basis set.

The charge is +1. The LUMO energy comes out at -4.95 eV. The HOMO energy comes out at -13.7 eV. Its frontier orbital gap is 8.7 eV.

Last column: natural (NBO) charge in e.
Atoms and positions in Å:
C  1.144  1.328  -1.338  -0.643
C  -0.366  1.021  -1.323  -0.253
C  -1.697  -0.955  -1.250  0.136
N  -0.541  -0.444  -1.124  -0.397
H  1.660  0.523  -1.855  0.215
H  1.597  1.503  -0.361  0.238
H  1.489  2.241  -1.835  0.258
H  -0.829  1.362  -2.242  0.240
H  -0.699  1.509  -0.415  0.243
H  -1.911  -1.977  -0.959  0.230
H  -2.445  -0.413  -1.821  0.223
H  0.290  -0.997  -0.864  0.479
H  -1.063  1.901  5.494  0.474
H  -0.223  0.821  4.808  0.464
O  -1.108  0.989  5.152  -0.938
H  2.386  -1.975  -1.842  0.495
H  2.117  -2.715  -0.535  0.501
O  1.996  -1.865  -0.975  -0.965

---

Of them, arrangement A has the highest stability.